Record 1
ORCA calculation (ωB97M-V/def2-TZVPD) on 16 unconnected molecules or ions with the total composition C40H119N7O19.

Spin multiplicity   2
Net charge   +1
Lowest unoccupied orbital energy (spin up / spin down)   -1.9 / -7.8 eV
Frontier orbital gap (spin up / spin down)   8.664 / 2.728 eV
⟨S²⟩   0.7546

Last column: Mulliken charge in e.
Geometry (Å):
1 C 4.61780 1.25924 -3.63178  -0.6901
2 C -1.34743 -3.36619 -2.21356  0.0999
3 H 0.77506 5.31810 1.92484  0.4447
4 C -1.25612 1.88898 7.78743  -0.5492
5 H -2.26864 -3.45266 1.14497  -0.0673
6 H -1.71854 -2.80229 -1.35775  0.0410
7 C 4.75133 -3.25707 3.13614  -0.7890
8 O -4.00611 4.87368 -0.06856  -0.4981
9 H -1.62454 2.41703 6.90792  0.2146
10 H -2.21628 1.01546 2.69949  -0.1150
11 C -3.27278 -3.60733 4.52930  -1.1440
12 H 0.19990 -0.07088 3.35594  -0.6878
13 H 5.36809 -8.33204 5.58034  0.2327
14 C -6.03690 4.71608 -4.54873  0.5379
15 H 1.50297 0.16374 7.01933  0.4213
16 C -0.52186 -0.41465 -4.48945  0.0705
17 H -0.50526 4.12591 1.80241  0.1924
18 O -3.87151 3.54083 -4.19900  0.1489
19 O -1.14491 5.19548 -5.92408  -0.2778
20 H 2.26272 -2.19165 -3.57547  0.2676
21 O 0.53596 4.32296 0.08939  -0.6000
22 C -5.28194 3.39855 -4.25043  -0.7667
23 C 0.45100 3.53961 -5.00905  1.0002
24 H 4.09922 -2.69407 3.80389  0.2340
25 C 0.04568 -0.69100 0.24886  -0.8123
26 H -4.35056 -3.59545 4.36700  0.4423
27 O -4.12846 0.57220 2.06225  -0.5107
28 C 3.35120 -6.15882 -0.67954  -0.4439
29 H -2.29892 3.51023 -6.41511  0.1799
30 O 4.48455 -2.59320 -0.92675  -0.5273
31 H 0.06926 -5.03040 1.36771  0.0155
32 H -0.79794 0.97659 -1.80238  -0.4225
33 H -0.89850 0.79884 5.29713  0.0427
34 C -5.78647 5.83196 -3.53614  -0.9592
35 H 5.26276 -5.10570 2.49261  -0.0238
36 O 2.26238 0.93435 -3.20078  -0.1067
37 H -4.19515 7.43118 -0.46761  0.3813
38 H 2.38493 3.62878 -5.07974  0.3018
39 H 0.67716 5.59286 -5.50996  0.3816
40 H 5.05567 -6.84165 6.52507  0.3281
41 H 0.38069 -0.97177 -0.74966  -0.5054
42 C -2.79034 5.08716 -0.79718  1.3113
43 O 1.15632 -0.87698 1.12153  2.5317
44 H 4.80052 0.18512 -3.66285  0.2422
45 H -0.48667 1.11372 1.20053  0.1456
46 H -7.58340 4.04253 -3.58149  0.2755
47 C -1.35048 1.16270 -0.88141  0.4333
48 N 1.70951 2.88323 -5.16958  -0.4281
49 H 3.71132 1.26898 -1.66261  0.0213
50 H -1.67941 2.20119 -0.84342  -1.1246
51 H 6.27715 1.50723 -2.56330  0.3309
52 H 4.36973 1.64789 -4.61945  0.3202
53 C 4.65151 -4.70400 3.30075  1.0205
54 H -1.55895 -4.04979 3.45131  0.1407
55 H 1.56935 -2.83467 0.56944  0.5566
56 H 0.31939 2.73676 5.47701  0.3279
57 H -2.06876 4.32007 -0.51608  -0.7667
58 C -3.16232 0.61364 3.06231  0.1323
59 H 0.35942 -1.37687 4.59452  0.4478
60 H -2.53215 -2.58516 7.02505  0.3536
61 H -2.89034 -0.27829 3.62675  -0.2088
62 H 0.45062 3.29132 -2.78489  -0.0358
63 C -0.22735 -5.63032 0.50734  -0.2191
64 H 3.13653 -5.00043 2.07985  0.0142
65 H -5.00069 3.61607 -1.41712  -0.4757
66 C 0.44889 0.38595 6.85306  -0.8175
67 C 1.35769 -2.25544 1.46821  -0.5334
68 C 5.59162 -7.26968 5.67793  -0.7849
69 H 0.02362 -0.50110 -3.54972  -0.2757
70 C -2.12894 4.54835 -6.70060  -0.4976
71 C 0.16655 4.73052 -5.93864  -1.2793
72 H -5.65098 3.13383 -3.25956  0.2121
73 H -1.09487 6.63528 -2.12133  0.3897
74 C -3.21605 7.63841 -0.89948  -1.4847
75 O 3.32814 -5.02223 0.16857  0.1648
76 H 1.85181 2.53958 -6.10860  0.2767
77 H 0.39166 -6.52662 0.54685  0.3976
78 N -1.01529 6.75002 -1.12103  -0.0650
79 H -2.23395 2.27898 -3.95590  -0.4434
80 H 0.56635 4.67966 -6.95139  0.4021
81 H 5.77579 -2.89887 3.23753  0.5588
82 O 3.45331 0.51350 0.85823  -0.6363
83 H 5.34491 0.77637 1.66239  0.3696
84 H -2.79955 8.60891 -0.62972  0.4023
85 C -2.62027 -4.02498 3.20413  0.6711
86 O 3.99875 -3.30191 -3.66736  -0.6141
87 H -1.86385 1.00078 7.96029  0.2079
88 H 3.17943 2.63232 -2.64712  0.4554
89 H 1.20734 3.56698 1.84355  0.2775
90 H -0.02288 -5.15590 -0.45245  0.0412
91 C 0.18139 0.66903 5.36852  1.0416
92 O 0.10039 1.52735 7.66781  -0.4441
93 H -1.40200 2.51486 8.66782  0.2800
94 O -1.58462 -5.98334 0.58956  -0.5741
95 H -1.09358 -2.20490 -4.57631  0.4222
96 H 2.66676 -0.02299 0.98118  0.1034
97 H -5.59994 2.64216 -4.96796  0.3667
98 H 4.82474 -7.39777 -1.63079  0.4458
99 H -2.28062 6.59396 0.64213  0.4802
100 H -4.13847 -2.11823 6.45301  0.4007
101 H 2.63002 -6.10030 -1.49477  0.2948
102 C 3.40074 1.56517 -2.66457  0.1386
103 H -0.44242 5.99312 -0.77604  0.2800
104 H -3.04762 5.13147 -6.63655  0.0882
105 H 1.69811 -0.33044 4.35982  0.3582
106 C -3.06907 -1.97040 6.30262  -0.8067
107 H 0.08387 0.31297 -5.02961  0.0416
108 C 0.52101 4.34399 1.50692  -0.7728
109 H -3.73768 1.49709 -4.41195  0.5027
110 C 0.60878 -0.35005 4.32700  -0.7542
111 O -2.70478 -2.37512 5.00615  -0.1183
112 H -1.73912 -6.57189 -0.15295  0.2899
113 O 5.74443 1.97886 -3.20778  -0.6033
114 H 6.64811 -7.13234 5.90830  0.2914
115 H -5.95592 5.43981 -2.53333  0.1663
116 H 4.20743 -0.00551 2.77313  0.2417
117 H 1.65071 1.32716 0.34238  0.1303
118 H -0.31216 2.81694 -5.29788  -0.0917
119 H -2.74617 -0.95368 6.52644  0.0359
120 H 5.36801 -2.32219 -1.18683  0.2826
121 H 3.10657 -7.04941 -0.10066  0.4201
122 H -2.88696 5.09736 -1.88283  -0.0049
123 C 5.12341 -5.21297 4.67363  -0.9937
124 C 4.77904 -6.42598 -1.13922  -0.9577
125 H -3.61134 2.03442 -2.78240  0.4207
126 H -0.73039 -1.36744 0.60697  -0.1007
127 H 4.78071 -0.93241 1.37622  0.0867
128 H -3.86896 -2.78226 1.88839  0.4444
129 H 2.43719 -3.67943 -2.49861  0.1426
130 H 3.24674 -6.04694 3.25069  0.3555
131 H 1.87123 1.55099 -3.82397  -0.0541
132 H -4.95450 0.25740 2.43663  0.2778
133 H -2.38093 -2.11520 2.26262  -0.2489
134 N -3.19512 -5.27789 2.67718  -0.8043
135 C 2.89193 -2.77539 -2.90359  -0.2973
136 H -2.58898 -5.47396 1.89343  0.4260
137 N -7.45006 4.43349 -4.50315  -0.8118
138 H -1.49791 -4.43592 -2.06815  0.3672
139 H 0.35769 2.17164 3.96750  0.1001
140 H -5.78348 5.06456 -5.54994  0.1911
141 H 0.63349 3.41107 -0.19445  0.2454
142 H 5.45551 -6.50078 -0.28781  0.3958
143 H 3.90654 -4.31449 -0.12494  -0.0070
144 C 3.47038 -1.93403 -1.71770  1.6970
145 C -2.82553 -3.07591 2.00289  -0.4305
146 H -4.76800 6.16361 -3.73819  0.0311
147 N 3.27738 -5.05217 3.07865  -0.6245
148 H 6.06327 -4.75427 4.98084  0.4004
149 H -0.30805 -3.06638 -2.34731  -0.1556
150 H -3.61024 1.29726 3.78352  0.6098
151 O 5.19418 -5.54836 -2.16322  -0.4610
152 H -8.01670 5.26665 -4.43330  0.2912
153 C 0.35614 4.02934 -3.58144  -1.1173
154 H -3.09948 -4.46305 5.18184  0.4037
155 H -2.99284 -2.91895 -3.21600  0.2632
156 H -0.02601 -0.53909 7.17995  0.2850
157 C -2.28766 6.52294 -0.44553  0.0911
158 H -1.48567 0.04904 -4.27934  0.2887
159 H 4.44900 -2.95829 2.13244  -0.3456
160 H 1.20742 4.70973 -3.55878  0.8641
161 O -0.62341 -1.62027 -5.17528  -0.6569
162 H 6.07090 -5.83855 -2.42542  0.2722
163 H -3.37841 7.65485 -1.97719  0.3004
164 N 0.89467 1.62926 -0.25532  0.0779
165 H -3.98066 2.74153 -0.42636  -0.0777
166 H 1.14079 1.31638 -1.18356  -0.5429
167 H -6.48768 6.64013 -3.74415  0.4786
168 H -2.22218 0.51864 -0.76557  0.8244
169 O -2.03982 -2.86508 -3.31831  -0.5547
170 C 4.52204 0.06492 1.73191  -0.6503
171 H -0.57629 4.56624 -3.40710  -0.0886
172 C -4.59781 3.63972 -0.40459  0.3042
173 H 4.48891 -3.79191 -3.00310  0.2956
174 C -3.31247 2.29151 -3.79861  -0.6309
175 C -0.28551 0.82000 0.17030  0.4858
176 H -5.33226 3.38539 0.35962  0.4054
177 H 2.19020 -2.32675 2.16819  -0.2805
178 H 3.89341 -1.06204 -2.21650  -0.5942
179 N 0.69476 1.99525 4.90311  -0.6725
180 O 5.28713 -6.60173 4.47643  -0.2701
181 H 2.65257 -1.60421 -1.07700  -0.8515
182 H 0.47652 -2.67625 1.95252  -0.1383
183 H -3.03717 -5.99706 3.36850  0.3342
184 H 4.32199 -4.94923 5.36374  0.4120
185 H -1.70882 4.51625 -7.70587  0.3930

Atomic forces in eV per Å
C -1.084 0.820 1.200
C -0.261 0.783 0.808
H 0.302 -0.020 -0.308
C -0.063 -0.718 -0.026
H -0.608 -0.092 -0.261
H 0.183 -0.376 0.579
C 0.457 2.209 -0.185
O 1.449 0.616 -0.732
H -0.103 0.072 -0.150
H -0.228 0.201 -0.352
C 0.142 -0.103 -0.675
H 0.272 -0.183 0.014
H -0.006 0.116 -0.061
C 0.231 0.584 0.001
H 0.217 0.573 0.098
C 0.468 0.687 0.345
H -0.070 -0.222 0.588
O -0.148 -0.201 0.140
O -0.960 0.314 1.041
H -0.095 -0.002 0.292
O -0.344 2.592 -0.339
C -0.604 1.257 0.131
C -2.105 -0.455 -0.836
H 0.019 -0.045 0.303
C 0.751 0.493 -0.307
H -0.315 0.607 0.177
O -0.208 -0.835 -1.528
C 1.507 0.059 0.229
H -0.197 -0.012 0.319
O -0.970 -0.207 -0.129
H -0.247 0.234 -0.204
H -0.636 -0.023 -0.470
H -0.561 -0.586 0.117
C 0.901 -0.418 -0.936
H 0.548 -0.598 0.196
O -0.405 -1.325 1.437
H 0.030 0.462 0.177
H 0.794 -0.044 0.198
H 0.549 0.107 0.058
H -0.361 -0.105 0.046
H -0.229 -0.430 -0.419
C -0.605 -0.700 0.156
O -0.168 -0.175 0.399
H -0.111 -0.074 -0.211
H -0.529 0.312 -0.084
H -0.426 -0.564 0.237
C 0.321 -0.831 0.879
N 0.885 0.417 -0.229
H -0.622 -0.394 0.163
H 0.214 -0.030 0.125
H -0.198 -0.181 -0.008
H -0.029 -0.290 -0.109
C 0.618 -0.137 0.272
H 0.448 -0.311 -0.239
H 0.124 -0.171 -0.051
H 0.063 0.054 0.268
H 0.265 0.199 0.079
C 0.127 1.057 1.653
H -0.485 0.017 -0.099
H -0.081 -0.265 0.285
H -0.429 -0.652 -0.450
H 0.184 -0.266 -0.262
C 0.854 -0.454 -0.075
H -0.279 0.182 -0.258
H -0.458 0.576 0.085
C 0.349 0.812 -0.435
C 0.032 0.307 -0.135
C 0.378 0.086 0.183
H 0.001 -0.237 0.407
C 0.998 -0.341 -0.576
C 0.663 1.072 0.382
H -0.053 -0.570 0.269
H 0.134 1.039 -0.815
C -0.827 -0.493 -0.343
O -0.970 -0.361 0.288
H -0.185 -0.251 -0.241
H 0.183 -0.116 0.044
N -2.074 -3.310 1.321
H -0.047 0.305 0.275
H -0.063 -0.728 -0.317
H 0.107 0.098 0.185
O 1.156 0.818 0.345
H -0.071 -0.162 -0.148
H -0.257 -0.099 0.306
C -0.807 0.754 -0.895
O -0.541 0.966 0.044
H -0.260 -0.175 -0.139
H 0.523 0.292 0.115
H -0.032 0.151 0.481
H 0.229 0.455 0.146
C -1.312 1.136 -0.526
O 0.787 -0.483 -0.073
H 0.384 0.118 -0.088
O -0.025 -0.175 -0.537
H -0.345 -0.403 -0.020
H -0.144 -0.653 0.310
H 0.111 -0.136 -0.080
H -0.375 -0.563 0.376
H 0.941 -0.321 0.135
H -0.145 0.310 0.170
H 0.123 0.236 -0.247
C 1.302 0.163 -1.707
H 2.276 -0.266 0.642
H 0.170 -0.143 -0.063
H 0.196 0.101 -0.646
C 0.090 -0.977 0.336
H -0.067 -0.123 -0.504
C -0.455 -0.577 -0.336
H 0.056 -0.173 -0.265
C 0.561 -0.212 1.200
O -0.103 -0.334 -1.063
H -0.393 -0.135 0.050
O 0.715 0.500 -0.025
H 0.272 -0.183 0.038
H 0.240 0.216 0.172
H -0.115 0.099 0.065
H 0.567 0.500 0.009
H -0.292 -0.313 0.466
H -0.211 0.150 -0.567
H -0.130 0.081 -0.236
H -0.299 0.161 0.338
H -0.600 -0.369 -0.275
C -0.213 0.100 -1.890
C -0.645 -1.347 -0.955
H 0.308 0.148 0.330
H -0.535 0.394 -0.243
H 0.568 0.054 0.202
H -0.120 -0.749 -0.582
H -0.940 0.180 0.104
H -0.449 -0.421 0.234
H -0.002 0.405 -0.689
H 0.021 -0.081 0.030
H 0.414 0.217 -0.041
N 0.381 0.621 1.456
C 2.056 -0.961 0.877
H -0.411 -0.581 -0.077
N -0.690 -1.238 0.107
H 0.238 -0.014 -0.029
H -0.046 -0.151 -0.180
H 0.113 0.030 -0.108
H 0.261 -1.466 -0.220
H 0.039 0.522 0.197
H 0.294 0.299 -0.629
C -0.195 0.293 -1.368
C 0.738 1.359 1.816
H 0.185 0.387 0.714
N -0.704 -0.936 0.287
H 0.142 0.135 0.066
H 0.109 -0.478 -0.034
H 0.780 0.334 0.632
O 0.267 1.007 0.252
H 0.151 0.369 -0.504
C -0.063 0.170 -0.002
H 0.224 0.143 0.664
H 0.030 -0.133 0.126
H -0.703 0.052 -0.034
C -0.272 2.764 -0.341
H -0.300 0.018 0.010
H -0.081 -0.148 -0.177
H -0.015 0.335 0.768
O 0.428 0.272 -0.541
H 0.088 0.167 -0.212
H 0.160 -0.186 -0.186
N -0.623 -0.842 0.746
H 1.026 0.288 0.448
H 0.342 -0.068 -0.498
H 0.158 0.092 0.118
H -0.065 -0.033 -0.310
O -0.474 0.013 -1.093
C -1.068 -0.168 -0.771
H -0.037 0.198 -0.150
C -0.559 -1.225 -0.256
H 0.409 -0.546 -0.070
C -0.468 -0.046 -0.560
C 0.408 0.300 0.100
H -0.240 0.477 -0.212
H -0.032 0.124 -0.138
H 0.077 0.127 0.367
N 0.616 -0.469 0.679
O -0.490 -0.156 0.548
H 0.170 -0.016 0.284
H -0.206 0.109 0.070
H -0.044 -0.493 0.021
H -0.028 -0.266 0.456
H -0.528 0.062 -0.507



Record 2
ORCA calculation (ωB97M-V/def2-TZVPD) on a single C8H8OS3 molecule.

Spin multiplicity   3
Lowest unoccupied orbital energy (spin up / spin down)   -0.2 / -1.9 eV
Frontier orbital gap (spin up / spin down)   6.697 / 6.953 eV
⟨S²⟩   2.0174

Last column: natural (NBO) charge in e.
Geometry (Å):
1 S -3.60946 0.86795 0.91613  0.3965
2 H -1.51800 -0.46278 -1.51130  0.2220
3 H 0.29870 -0.06224 -2.42922  0.2079
4 O -0.96165 0.19607 3.04430  -0.3785
5 C -1.34736 -0.60679 -0.44396  -0.3134
6 C 1.21237 -0.38050 -0.54506  0.0771
7 C -2.10967 1.88992 1.65481  -0.6176
8 C 2.52517 -0.54786 0.16074  -0.6419
9 C 1.29356 0.03701 -2.00805  -0.6485
10 S -2.49308 -1.96229 0.07554  0.2575
11 C 0.03519 -0.59675 0.01165  -0.2729
12 H 2.35773 -1.12728 1.05830  0.2241
13 C -1.44008 0.88844 2.27368  0.7526
14 H 1.51082 1.08514 -2.10920  0.2239
15 H 2.01585 -0.60479 -2.51250  0.2170
16 H 3.17063 0.41772 0.32735  0.2324
17 S -1.75420 3.42451 1.25342  0.1349
18 H 3.23803 -1.07916 -0.61273  0.2144
19 C -2.55576 -0.27763 0.35701  -0.4893
20 H 0.13121 -1.09871 1.03910  0.2018

Atomic forces in eV per Å
S 0.702 1.509 0.618
H 0.285 0.230 -0.001
H 0.041 -0.262 -0.431
O 0.407 -0.854 0.025
C -1.189 0.630 -1.393
C 0.369 1.247 -1.812
C -1.423 -1.504 -0.806
C 2.117 0.440 -1.892
C -0.650 -0.369 0.906
S -0.158 -0.314 0.214
C 0.410 -2.037 3.626
H 0.531 -0.009 0.300
C -0.150 1.928 0.883
H 0.636 0.454 -0.084
H -0.043 0.264 -0.239
H -1.732 -1.465 0.025
S 0.383 0.612 0.122
H -1.314 0.421 1.707
C 1.102 -1.970 -0.648
H -0.325 1.051 -1.119